{
  "formula": "C25H24BCl3N11O5S2W",
  "method": "ωB97M-V with the def2-TZVPD basis set",
  "spin_multiplicity": 4,
  "total_charge": 2,
  "e_lumo_ev": [-6.909, -8.129],
  "e_tot_ha": -4214.14137,
  "elements": ["W", "C", "C", "N", "N", "C", "B", "N", "C", "C", "C", "N", "N", "C", "C", "C", "N", "N", "C", "C", "C", "N", "H", "H", "H", "H", "H", "H", "H", "H", "H", "H", "H", "H", "S", "C", "N", "C", "C", "C", "N", "H", "H", "H", "H", "H", "H", "H", "H", "Cl", "C", "Cl", "Cl", "C", "O", "O", "O", "C", "N", "S", "O", "O", "C", "C", "C", "C", "C", "C", "H", "H", "H", "H"],
  "positions_angstrom": [[-0.815, 0.366, -0.382], [-0.747, 0.409, 3.866], [-0.634, -0.221, 2.645], [-0.957, 0.633, 1.661], [-1.282, 1.821, 2.241], [-1.161, 1.701, 3.564], [-1.829, 2.952, 1.320], [-0.737, 3.309, 0.266], [-0.107, 4.462, 0.050], [0.745, 4.309, -1.039], [0.575, 2.999, -1.443], [-0.325, 2.396, -0.644], [-3.004, 2.304, 0.523], [-4.325, 2.474, 0.613], [-4.956, 1.583, -0.241], [-3.926, 0.870, -0.824], [-2.742, 1.303, -0.357], [-2.254, 4.190, 2.033], [-2.993, 5.227, 1.538], [-2.857, 6.284, 2.393], [-1.984, 5.812, 3.396], [-1.611, 4.569, 3.172], [-0.564, -0.003, 4.842], [-0.347, -1.232, 2.407], [-1.368, 2.546, 4.198], [-0.298, 5.320, 0.674], [1.388, 5.053, -1.474], [1.047, 2.450, -2.244], [-4.742, 3.210, 1.280], [-6.012, 1.474, -0.412], [-3.977, 0.075, -1.550], [-3.539, 5.145, 0.613], [-3.319, 7.252, 2.318], [-1.619, 6.332, 4.267], [0.879, -3.445, 0.704], [0.765, -4.772, -0.423], [-0.246, -5.613, -0.304], [-0.386, -6.811, -1.147], [0.987, -7.241, -1.632], [1.689, -6.063, -2.284], [1.687, -4.928, -1.348], [-0.949, -5.420, 0.393], [-1.041, -6.569, -1.986], [-0.864, -7.584, -0.551], [0.884, -8.054, -2.348], [1.581, -7.608, -0.793], [1.194, -5.771, -3.212], [2.727, -6.295, -2.510], [2.408, -4.222, -1.404], [-0.294, -2.838, -3.080], [-1.730, -1.871, -2.748], [-3.000, -2.183, -3.882], [-1.257, -0.111, -2.890], [-2.162, -2.207, -1.284], [-2.828, -3.171, -1.081], [-1.689, -1.401, -0.348], [1.585, 1.591, 1.492], [2.043, 0.893, 0.633], [1.245, 0.077, -0.243], [2.224, -0.650, -1.396], [2.234, -2.085, -1.190], [1.841, -0.183, -2.694], [3.726, 0.022, -0.825], [4.994, -0.181, -1.337], [6.037, 0.459, -0.679], [5.805, 1.259, 0.440], [4.522, 1.446, 0.934], [3.480, 0.808, 0.280], [5.168, -0.796, -2.209], [7.047, 0.335, -1.046], [6.640, 1.742, 0.927], [4.324, 2.065, 1.798]],
  "lowdin_spin": [1.641, 0.013, 0.028, 0.018, 0.009, 0.034, 0.001, 0.012, 0.008, 0.003, 0.007, 0.021, 0.005, 0.007, 0.003, 0.007, 0.006, 0.000, 0.000, 0.000, 0.000, 0.000, 0.000, 0.001, 0.002, 0.001, 0.000, 0.001, 0.000, 0.000, 0.000, 0.000, 0.000, 0.000, 0.769, 0.077, 0.035, 0.005, 0.000, 0.002, 0.008, 0.008, 0.002, 0.000, 0.000, 0.000, 0.000, 0.001, 0.002, 0.003, 0.013, 0.002, 0.030, 0.009, 0.000, 0.069, 0.003, 0.006, 0.020, 0.020, 0.076, 0.008, 0.003, 0.001, 0.000, 0.000, 0.000, 0.000, 0.000, 0.000, 0.000, 0.000]
}

{
  "formula": "C25H24Br2O",
  "method": "ωB97M-V with the def2-TZVPD basis set",
  "spin_multiplicity": 1,
  "total_charge": 0,
  "e_lumo_ev": -0.371,
  "e_tot_ha": -6190.24205,
  "elements": ["Br", "C", "C", "C", "C", "C", "C", "C", "C", "C", "C", "C", "Br", "C", "C", "C", "C", "H", "H", "H", "H", "H", "H", "H", "H", "H", "H", "H", "C", "C", "C", "C", "C", "C", "C", "C", "O", "C", "C", "H", "H", "H", "H", "H", "H", "H", "H", "H", "H", "H", "H", "H"],
  "positions_angstrom": [[-7.044, 4.601, -1.746], [-5.496, 3.672, -1.254], [-5.489, 2.270, -1.129], [-4.281, 1.563, -0.958], [-3.044, 2.201, -0.924], [-1.740, 1.373, -1.074], [-0.522, 2.191, -1.136], [0.753, 1.759, -1.130], [1.929, 2.622, -1.214], [3.165, 1.928, -1.248], [4.380, 2.592, -1.426], [4.399, 3.994, -1.541], [6.035, 4.852, -1.772], [3.194, 4.718, -1.455], [1.965, 4.048, -1.284], [-3.067, 3.609, -0.973], [-4.261, 4.331, -1.190], [-6.433, 1.733, -1.190], [-4.313, 0.465, -0.870], [-1.904, 0.615, -1.948], [-0.635, 3.274, -1.199], [0.971, 0.700, -1.042], [3.133, 0.839, -1.179], [5.290, 2.013, -1.489], [3.214, 5.799, -1.538], [1.037, 4.632, -1.242], [-2.152, 4.207, -0.876], [-4.228, 5.408, -1.334], [0.369, -5.611, 1.887], [1.207, -4.325, 1.736], [2.078, -4.272, 3.003], [2.173, -4.645, 0.572], [0.373, -3.056, 1.457], [0.376, -1.915, 2.262], [-0.342, -0.781, 1.944], [-1.042, -0.643, 0.718], [-1.607, 0.520, 0.391], [-1.143, -1.833, -0.046], [-0.418, -2.977, 0.305], [-0.230, -5.827, 0.992], [1.078, -6.448, 2.034], [-0.292, -5.570, 2.764], [2.760, -3.412, 3.004], [1.467, -4.262, 3.918], [2.690, -5.196, 3.018], [2.851, -3.803, 0.373], [2.781, -5.526, 0.858], [1.625, -4.893, -0.348], [0.986, -1.914, 3.167], [-0.349, 0.072, 2.625], [-1.795, -1.846, -0.918], [-0.450, -3.847, -0.352]],
  "nbo_charge": [0.090, -0.100, -0.230, -0.187, 0.017, 0.077, -0.238, -0.149, 0.003, -0.194, -0.234, -0.096, 0.087, -0.232, -0.203, -0.198, -0.234, 0.229, 0.226, 0.230, 0.196, 0.213, 0.218, 0.229, 0.229, 0.214, 0.213, 0.228, -0.596, -0.074, -0.606, -0.596, -0.068, -0.211, -0.221, 0.303, -0.577, -0.312, -0.144, 0.206, 0.203, 0.211, 0.210, 0.211, 0.209, 0.209, 0.203, 0.205, 0.212, 0.213, 0.207, 0.198]
}

{
  "formula": "C25H24BrFN3OPtSi",
  "method": "ωB97M-V with the def2-TZVPD basis set",
  "spin_multiplicity": 5,
  "total_charge": 1,
  "e_lumo_ev": [-3.514, -6.116],
  "e_tot_ha": -4288.73002,
  "elements": ["Pt", "Br", "C", "C", "C", "C", "O", "C", "C", "N", "C", "C", "C", "C", "C", "C", "C", "C", "N", "C", "C", "H", "H", "H", "H", "H", "H", "H", "H", "H", "H", "C", "Si", "C", "C", "N", "C", "C", "C", "C", "C", "C", "F", "H", "H", "H", "H", "H", "H", "H", "H", "H", "H", "H", "H", "H", "H"],
  "positions_angstrom": [[-0.279, -0.424, 0.409], [-0.460, -1.208, 7.578], [-0.035, -1.187, 5.736], [1.136, -1.779, 5.289], [1.441, -1.754, 3.922], [0.618, -1.144, 2.952], [0.921, -1.170, 1.715], [-0.551, -0.540, 3.469], [-1.504, 0.174, 2.588], [-1.127, 0.938, 1.614], [-2.126, 1.617, 0.904], [-2.884, 2.636, 1.500], [-3.844, 3.326, 0.762], [-4.038, 3.010, -0.581], [-3.264, 2.005, -1.189], [-3.404, 1.661, -2.541], [-2.599, 0.666, -3.086], [-1.681, 0.046, -2.258], [-1.526, 0.350, -0.956], [-2.297, 1.307, -0.434], [-0.889, -0.570, 4.834], [1.823, -2.264, 5.974], [2.361, -2.231, 3.583], [-2.571, 0.061, 2.850], [-2.701, 2.890, 2.540], [-4.426, 4.114, 1.232], [-4.782, 3.555, -1.155], [-4.130, 2.167, -3.170], [-2.680, 0.381, -4.128], [-1.021, -0.736, -2.619], [-1.799, -0.089, 5.176], [2.913, 1.736, -2.173], [2.703, 0.520, -0.761], [2.541, 1.494, 0.841], [4.237, -0.554, -0.647], [1.269, -0.445, -0.965], [1.018, -1.275, -1.993], [1.806, -1.567, -3.116], [1.379, -2.471, -4.102], [0.146, -3.109, -3.990], [-0.657, -2.839, -2.889], [-0.209, -1.938, -1.925], [-0.976, -1.672, -0.860], [3.759, 2.402, -1.977], [2.017, 2.354, -2.288], [3.102, 1.228, -3.123], [3.428, 2.114, 1.003], [2.435, 0.819, 1.695], [1.666, 2.149, 0.809], [5.113, 0.059, -0.416], [4.436, -1.080, -1.585], [4.128, -1.300, 0.146], [2.775, -1.098, -3.251], [2.021, -2.668, -4.954], [-0.183, -3.807, -4.752], [-1.622, -3.312, -2.762], [-0.929, -1.548, 1.533]],
  "lowdin_spin": [1.203, 0.090, 0.197, 0.054, 0.131, 0.179, 0.336, 0.172, 0.388, 0.288, 0.004, 0.035, -0.004, 0.032, 0.002, 0.019, -0.002, 0.021, 0.035, 0.011, 0.063, 0.000, 0.003, 0.021, 0.002, -0.001, 0.002, 0.001, 0.000, 0.002, 0.000, 0.010, 0.025, 0.005, 0.001, 0.228, 0.024, 0.018, -0.001, 0.013, 0.001, 0.017, 0.125, 0.001, 0.000, 0.000, 0.000, 0.000, 0.000, 0.000, 0.000, 0.000, 0.000, 0.000, 0.001, 0.000, 0.249]
}